1.
{
  "formula": "C3H7NO2",
  "method": "ωB97M-V with the def2-TZVPD basis set",
  "elements": ["C", "C", "N", "O", "C", "O", "H", "H", "H", "H", "H", "H", "H"],
  "coordinates": [[-0.78538, 1.16046, -0.15126], [-0.27792, -0.13794, 0.44526], [-0.95261, -0.76952, 1.48789], [-0.92706, -1.38268, -0.04605], [1.22458, -0.35103, 0.31358], [1.73072, -0.07804, -0.97765], [-1.87366, 1.14211, -0.26240], [-0.55637, 1.97257, 0.55144], [-0.30268, 1.39926, -1.10300], [-1.82953, -1.16689, -0.33095], [1.43950, -1.37402, 0.64864], [1.72595, 0.34149, 0.99668], [1.38447, -0.75576, -1.57217]],
  "homo_energy_ev": -8.240,
  "multiplicity": 1,
  "de_lowest_kj_mol": 520.77,
  "gap_ev": 8.698,
  "total_energy_ev": -8805.131
}

2.
{
  "formula": "C53H88Cl3GeKN13O5Se",
  "method": "ωB97M-V with the def2-TZVPD basis set",
  "elements": ["K", "C", "N", "C", "C", "N", "C", "C", "N", "C", "C", "N", "C", "N", "C", "C", "N", "C", "C", "C", "C", "N", "C", "N", "C", "C", "N", "C", "C", "N", "C", "C", "H", "H", "H", "H", "H", "H", "H", "H", "H", "H", "H", "H", "H", "H", "H", "H", "H", "H", "H", "H", "H", "H", "H", "H", "H", "H", "H", "H", "H", "H", "H", "H", "H", "H", "H", "H", "H", "H", "H", "H", "H", "H", "H", "H", "H", "H", "H", "H", "Cl", "C", "C", "C", "C", "O", "C", "C", "O", "C", "H", "H", "H", "H", "C", "Ge", "C", "C", "C", "Se", "C", "H", "H", "H", "H", "H", "H", "H", "H", "H", "H", "H", "H", "H", "H", "Cl", "C", "C", "C", "C", "C", "Cl", "C", "N", "C", "C", "C", "C", "C", "C", "C", "C", "O", "O", "H", "H", "H", "H", "H", "H", "H", "H", "H", "H", "C", "N", "C", "C", "C", "N", "C", "C", "O", "H", "H", "H", "H", "H", "H", "H", "H", "H", "H", "H", "H"],
  "coordinates": [[0.38075, -0.13559, 0.28540], [5.92071, -0.55116, -1.67745], [5.07435, 0.40890, -2.35641], [5.62791, 1.75444, -2.42348], [3.66923, 0.33164, -2.06683], [3.11903, 0.40971, -0.92231], [3.88198, 0.72531, 0.26631], [3.03137, 1.55942, 1.23021], [2.31260, 0.78015, 2.23857], [1.37808, 1.68462, 2.94333], [0.60776, 1.03176, 4.10423], [-0.82691, 0.93363, 3.88955], [-1.61143, 1.18391, 4.85878], [-1.14756, 1.59043, 6.14453], [-0.46716, 0.65446, 7.01475], [-1.89847, 2.62006, 6.83185], [-3.01208, 1.10518, 4.68105], [-3.71494, 2.15231, 3.96044], [-3.76892, 0.40299, 5.69229], [3.21202, 0.00079, 3.10352], [3.11201, -1.51233, 2.82404], [1.84895, -2.07524, 3.26967], [1.66780, -3.33668, 3.34079], [2.71017, -4.28319, 3.10107], [2.63619, -5.12787, 1.91698], [3.27948, -4.91138, 4.27262], [0.43895, -3.84043, 3.74791], [0.07553, -5.20736, 3.40090], [-0.69585, -2.92278, 3.70757], [2.89037, 0.21468, -3.19335], [3.40810, -0.34076, -4.43463], [1.44721, 0.28866, -3.01139], [6.09661, -0.32534, -0.61732], [6.89082, -0.58281, -2.17974], [5.47560, -1.54271, -1.74014], [6.37278, 1.81892, -3.22371], [6.11737, 2.05730, -1.48946], [4.83482, 2.47047, -2.63316], [4.79374, 1.28867, 0.04650], [4.19193, -0.20739, 0.75139], [2.29689, 2.10464, 0.62790], [3.68290, 2.31032, 1.71268], [0.66057, 2.05244, 2.20412], [1.91679, 2.56273, 3.33980], [0.82819, 1.56961, 5.03353], [0.96123, 0.00705, 4.20642], [0.09143, -0.07287, 6.43135], [-1.16367, 0.11044, 7.67195], [0.24348, 1.19002, 7.65278], [-2.28033, 3.34633, 6.11345], [-1.22620, 3.14634, 7.51616], [-2.73936, 2.24119, 7.42875], [-3.13030, 2.49347, 3.10956], [-4.65734, 1.75942, 3.57331], [-3.95540, 3.01656, 4.60305], [-4.01040, 0.99552, 6.58600], [-3.22709, -0.49142, 6.00725], [-4.71480, 0.08197, 5.25196], [2.99735, 0.19740, 4.15756], [4.25377, 0.29733, 2.94150], [3.98155, -2.02781, 3.24789], [3.16084, -1.63743, 1.73668], [2.06364, -4.62659, 1.13574], [2.17856, -6.10806, 2.10833], [3.64766, -5.30797, 1.54107], [2.70774, -5.78123, 4.63407], [3.34505, -4.18604, 5.08396], [4.28981, -5.25802, 4.03657], [0.87221, -5.90273, 3.65099], [-0.17414, -5.30809, 2.33771], [-0.80016, -5.48535, 3.98738], [-0.41777, -1.97182, 4.13758], [-1.51636, -3.35836, 4.28031], [-1.01827, -2.73955, 2.67927], [4.15619, -1.11127, -4.25373], [3.86631, 0.42167, -5.07340], [2.58204, -0.79460, -4.98307], [1.05081, -0.60648, -2.51999], [0.97316, 0.42280, -3.98435], [1.21668, 1.14570, -2.37648], [-6.19992, -2.72554, -2.06593], [-4.49405, -2.47013, -1.77399], [-3.75508, -1.65737, -2.64707], [-2.41598, -1.47044, -2.44181], [-1.70025, -2.04791, -1.33414], [-0.45490, -1.83065, -1.19633], [-2.50608, -2.85525, -0.44542], [-2.00965, -3.47103, 0.77020], [-0.94964, -3.29122, 1.34315], [-3.87768, -3.04875, -0.70401], [-4.25421, -1.19589, -3.49201], [-1.83319, -0.86636, -3.12964], [-2.75894, -4.14582, 1.24566], [-4.45231, -3.66195, -0.01610], [0.34460, -6.21539, -1.04645], [0.58660, -5.25278, -2.73270], [-1.14291, -4.87768, -3.57422], [1.56389, -6.42678, -3.98658], [1.63910, -3.60637, -2.48778], [1.84072, -3.04885, -0.62325], [3.70019, -3.67266, -0.47837], [-0.39297, -7.01307, -1.16524], [0.00404, -5.52021, -0.27555], [1.28995, -6.65388, -0.71598], [-1.71633, -5.80371, -3.66483], [-0.99136, -4.46489, -4.57468], [-1.72421, -4.16303, -2.98953], [0.95781, -7.30286, -4.23317], [2.50724, -6.76969, -3.55259], [1.78443, -5.89100, -4.91388], [1.14901, -2.78693, -3.01433], [2.64321, -3.73176, -2.89275], [3.76414, -4.75318, -0.61025], [4.05408, -3.40806, 0.51896], [4.32286, -3.17794, -1.22063], [-1.87646, 1.66678, -4.38078], [-2.78663, 3.09008, -3.99019], [-2.87403, 4.09474, -4.93085], [-3.55750, 5.26201, -4.63328], [-4.10163, 5.41783, -3.37157], [-4.01649, 4.40175, -2.43216], [-4.54537, 4.78374, -0.82816], [-3.41736, 3.15951, -2.73100], [-3.38190, 2.06305, -1.89167], [-4.44485, 1.54756, -1.12245], [-5.75682, 1.65379, -1.58501], [-6.81416, 1.14522, -0.84927], [-6.56582, 0.49540, 0.34899], [-5.25441, 0.34063, 0.77326], [-4.17521, 0.84605, 0.05702], [-2.77083, 0.62690, 0.53515], [-1.93220, 1.93804, 0.61925], [-2.49111, 2.96551, 1.03424], [-0.73253, 1.81696, 0.23055], [-2.41790, 3.94576, -5.90115], [-3.62994, 6.05739, -5.36505], [-4.57839, 6.34587, -3.08413], [-2.50048, 1.57148, -1.84144], [-5.94561, 2.13251, -2.53871], [-7.82700, 1.24697, -1.22254], [-7.38239, 0.09234, 0.93617], [-5.04825, -0.19939, 1.69346], [-2.24157, -0.05913, -0.13671], [-2.77829, 0.18269, 1.53703], [-0.60462, 4.97575, -0.87483], [0.07688, 5.21270, -2.14349], [-0.18864, 6.49134, -2.77358], [0.26062, 6.50570, -4.22054], [1.68924, 6.01346, -4.29917], [1.80124, 4.71908, -3.66191], [2.90620, 3.88436, -4.07732], [1.13655, 4.41030, -2.47470], [1.47235, 3.44932, -1.78803], [-0.26922, 5.68588, -0.10663], [-0.41424, 3.96638, -0.52727], [-1.68230, 5.09767, -1.00795], [0.31623, 7.29720, -2.22136], [-1.26092, 6.67718, -2.70869], [0.17959, 7.51669, -4.62528], [-0.37674, 5.84098, -4.80070], [2.36402, 6.74420, -3.82842], [1.99827, 5.90943, -5.34056], [2.75475, 3.53316, -5.10369], [3.85636, 4.42986, -4.03549], [2.95315, 3.02368, -3.41857]],
  "total_charge": -1,
  "homo_energy_ev": -4.817,
  "multiplicity": 1,
  "de_lowest_kj_mol": 207.83,
  "gap_ev": 6.829,
  "total_energy_ev": -261754.137
}

3.
{
  "formula": "C15H38GaO6S",
  "method": "ωB97M-V with the def2-TZVPD basis set",
  "elements": ["S", "C", "C", "C", "Ga", "H", "H", "H", "H", "H", "H", "H", "H", "H", "H", "C", "O", "C", "C", "O", "C", "C", "O", "C", "H", "H", "H", "H", "H", "H", "H", "H", "H", "H", "H", "H", "H", "H", "C", "O", "C", "C", "O", "C", "C", "O", "C", "H", "H", "H", "H", "H", "H", "H", "H", "H", "H", "H", "H", "H", "H"],
  "coordinates": [[-0.11910, 3.99431, 0.66807], [1.14569, 2.66469, 0.16924], [2.09006, 3.15137, -1.12183], [2.75496, 4.62977, -0.84571], [4.14042, 5.23188, -2.25648], [0.59209, 5.19970, 0.93960], [1.85399, 2.35201, 1.06361], [0.55849, 1.71196, -0.23598], [2.90310, 2.30014, -1.25083], [1.47339, 3.17403, -2.12386], [1.85316, 5.40885, -0.90823], [3.12767, 4.65655, 0.26838], [3.52120, 5.27523, -3.76340], [5.50686, 4.40354, -2.26663], [4.52833, 6.77961, -1.92297], [-6.00262, -1.53393, -2.47309], [-5.08602, -1.13921, -1.46352], [-3.87834, -1.89900, -1.46896], [-2.67485, -1.01372, -1.14984], [-2.29327, -0.11925, -2.20747], [-3.19812, 0.95560, -2.49225], [-3.27636, 2.02118, -1.39521], [-3.99771, 1.53004, -0.26400], [-3.46424, 1.98456, 0.97238], [-6.46801, -2.48477, -2.20374], [-6.77887, -0.76896, -2.54379], [-5.51024, -1.61146, -3.44604], [-3.72190, -2.38550, -2.44534], [-3.97724, -2.67594, -0.70903], [-1.80828, -1.66887, -1.00191], [-2.80736, -0.47275, -0.21307], [-4.18426, 0.57140, -2.76163], [-2.80328, 1.43580, -3.39457], [-3.82118, 2.89316, -1.77245], [-2.26402, 2.33027, -1.11795], [-2.38209, 1.82993, 1.01228], [-3.92045, 1.39652, 1.77229], [-3.70626, 3.03945, 1.12001], [4.19576, -4.86988, 1.13700], [3.23491, -4.22689, 1.96071], [3.81696, -3.39885, 2.96638], [2.99514, -2.12712, 3.16959], [3.10411, -1.16825, 2.10517], [2.50782, -1.53313, 0.85359], [0.97741, -1.58253, 0.87506], [0.51874, -2.73332, 1.58675], [-0.65415, -2.48153, 2.34881], [4.67489, -5.68290, 1.68716], [3.67548, -5.28778, 0.27246], [4.94436, -4.16039, 0.77467], [4.85101, -3.12406, 2.70237], [3.83973, -3.97583, 3.89238], [3.38552, -1.61556, 4.05726], [1.95044, -2.35042, 3.38518], [2.94257, -2.45955, 0.47226], [2.80524, -0.74709, 0.15049], [0.60112, -1.66512, -0.15016], [0.59167, -0.66004, 1.31943], [-0.54040, -1.57851, 2.95558], [-0.80468, -3.32707, 3.02422], [-1.51899, -2.39240, 1.68754]],
  "total_charge": -1,
  "homo_energy_ev": -4.609,
  "multiplicity": 1,
  "gap_ev": 6.898,
  "total_energy_ev": -91662.000
}

4.
{
  "formula": "C5H9NO",
  "method": "ωB97M-V with the def2-TZVPD basis set",
  "elements": ["C", "C", "N", "C", "C", "C", "O", "H", "H", "H", "H", "H", "H", "H", "H", "H"],
  "coordinates": [[-2.12014, -0.48345, 0.17824], [-1.13871, 0.48349, 0.81306], [0.02018, 0.08991, 1.46964], [0.09862, 1.05210, -0.16130], [1.10623, 0.31492, -1.01925], [2.21399, -0.44150, -0.40737], [1.08263, -1.09180, -0.99460], [-2.49098, 0.06907, -0.68286], [-2.98611, -0.78749, 0.78669], [-1.60560, -1.38399, -0.17239], [-1.63305, 1.30490, 1.34912], [0.16013, -0.90594, 1.22788], [0.52551, 2.09318, -0.12856], [1.34311, 0.76876, -1.99977], [3.15056, -0.61664, -0.93835], [2.27363, -0.46553, 0.67983]],
  "homo_energy_ev": -8.647,
  "multiplicity": 1,
  "de_lowest_kj_mol": 483.37,
  "gap_ev": 9.718,
  "total_energy_ev": -8864.203
}

5.
{
  "formula": "C6H15NO",
  "method": "ωB97M-V with the def2-TZVPD basis set",
  "elements": ["C", "C", "C", "C", "O", "H", "H", "H", "H", "H", "H", "H", "H", "H", "H", "C", "C", "N", "H", "H", "H", "H", "H"],
  "coordinates": [[-0.40973, 0.54993, -0.98054], [0.43941, 0.99386, 0.20786], [-1.56443, -0.36545, -0.56019], [-0.93344, 1.76768, -1.75636], [-0.22304, 1.76501, 1.15539], [-1.04626, 1.32122, 1.39555], [0.24786, -0.01575, -1.64576], [0.73928, -0.07764, 0.94635], [1.31346, 1.56628, -0.09382], [-2.13435, -0.67476, -1.43651], [-1.58784, 2.37260, -1.12729], [-2.26137, 0.14507, 0.10999], [-1.19192, -1.26925, -0.08024], [-1.51431, 1.44629, -2.62226], [-0.11470, 2.39862, -2.10381], [0.69696, -1.16469, 2.06215], [1.92759, -1.81408, -0.24102], [1.10978, -2.29466, 0.55288], [0.08654, -1.96265, 2.47336], [1.69447, -1.25760, 2.48256], [0.16942, -0.32175, 2.52576], [2.23673, -2.32704, -1.15379], [2.31987, -0.78124, -0.11024]],
  "homo_energy_ev": -8.607,
  "multiplicity": 1,
  "de_lowest_kj_mol": 552.23,
  "gap_ev": 9.141,
  "total_energy_ev": -9998.034
}